Formula: C7H9NO
Source: OMol25
Level of theory: wB97M-V/def2-TZVPD

Kohn-Sham gap (spin up / spin down): 8.294 / 8.293 eV
Structure (SMILES): [H]/N=C/C=C.C=C1CC1=O
LUMO level (spin up / spin down): -0.897 / -0.898 eV
Relative energy (zero: lowest compared OMol25 entry of this formula, charge and spin): 646.9 kJ/mol

Structure (XYZ):
```
18
C7H9NO (wB97M-V/def2-TZVPD)
C -2.021 -0.815 -0.096
C -1.546 0.170 -1.093
C -0.883 0.171 0.189
C -0.631 1.133 1.136
O -1.650 0.611 -2.197
H -2.988 -0.680 0.369
H -1.710 -1.845 -0.242
H -0.612 2.181 0.867
H -0.832 0.917 2.179
C 0.897 -0.962 0.017
C 1.810 0.170 -0.557
C 1.958 1.289 0.099
N 0.656 -1.976 -0.750
H 0.624 -2.859 -0.245
H 1.120 -1.100 1.087
H 2.154 -0.031 -1.557
H 1.193 1.431 0.976
H 2.461 2.196 -0.186
```

***

Formula: C7H9NO4
Source: OMol25
Level of theory: wB97M-V/def2-TZVPD

Kohn-Sham gap: 9.603 eV
Structure (SMILES): CC#C[N+](=O)[O-].C=C(C)OC=O
LUMO level: -0.286 eV
Relative energy (zero: lowest compared OMol25 entry of this formula, charge and spin): 635.3 kJ/mol

Structure (XYZ):
```
21
C7H9NO4 (wB97M-V/def2-TZVPD)
C 2.308 -1.440 -0.444
C 1.806 -1.926 -1.431
C 1.041 1.084 -1.381
C -2.030 0.956 -1.288
C -1.142 0.418 -0.471
C 3.033 -0.945 0.674
C -1.471 -0.598 0.588
N 1.100 -2.767 -2.278
O 2.192 1.329 -1.171
O -0.087 -2.774 -2.170
O 1.777 -3.447 -2.993
O 0.253 0.709 -0.354
H 0.506 1.146 -2.409
H -3.111 0.786 -1.152
H -1.842 1.719 -1.948
H 3.842 -0.189 0.687
H 3.494 -1.852 1.133
H 2.257 -0.486 1.353
H -1.032 -0.266 1.594
H -0.778 -1.474 0.454
H -2.399 -1.025 0.724
```

***

Formula: C7H9OP
Source: OMol25
Level of theory: wB97M-V/def2-TZVPD

Kohn-Sham gap: 8.547 eV
LUMO level: -0.362 eV
Relative energy (zero: lowest compared OMol25 entry of this formula, charge and spin): 328.1 kJ/mol

Structure (XYZ):
```
18
C7H9OP (wB97M-V/def2-TZVPD)
C 2.615 1.692 -1.194
C -1.549 -2.348 0.653
C 2.363 0.686 -0.461
C 0.941 0.310 -0.217
C 0.520 -0.898 0.172
C -0.822 -1.251 0.545
C -1.756 0.366 1.025
O -3.316 0.865 -1.084
P -2.025 1.298 -0.546
H 3.653 1.906 -1.449
H 1.793 2.270 -1.620
H -2.517 -2.382 1.012
H -1.004 -3.176 0.289
H 3.200 0.060 -0.227
H 0.329 1.195 -0.341
H 1.259 -1.753 0.201
H -2.625 0.229 1.636
H -1.057 0.930 1.607
```

***

Formula: C7H9OPS
Source: OMol25
Level of theory: wB97M-V/def2-TZVPD

Kohn-Sham gap: 9.052 eV
Structure (SMILES): CS[P@]1(=O)C=C=CCC=C1
LUMO level: 0.246 eV
Relative energy (zero: lowest compared OMol25 entry of this formula, charge and spin): 508.9 kJ/mol

Structure (XYZ):
```
19
C7H9OPS (wB97M-V/def2-TZVPD)
C -1.836 0.166 0.393
C -1.096 0.505 -0.646
C 1.245 1.517 -0.121
C 0.762 0.779 0.913
C 0.946 1.818 -1.705
C -0.322 0.684 -1.716
C -0.056 -2.734 0.342
O -1.234 0.486 3.156
P -0.881 -0.260 1.955
S -0.369 -2.320 2.056
H -2.918 0.279 0.366
H 2.210 2.019 0.036
H 1.184 1.093 1.759
H 1.746 1.391 -2.410
H 0.716 2.956 -1.881
H -0.322 -0.136 -2.492
H 0.368 -3.706 0.281
H 0.698 -1.972 0.209
H -0.840 -2.565 -0.495
```

***

Formula: C7H9PS
Source: OMol25
Level of theory: wB97M-V/def2-TZVPD

Kohn-Sham gap (spin up / spin down): 7.711 / 6.381 eV
LUMO level (spin up / spin down): -1.048 / -2.060 eV
Relative energy (zero: lowest compared OMol25 entry of this formula, charge and spin): 278.2 kJ/mol

Structure (XYZ):
```
18
C7H9PS (wB97M-V/def2-TZVPD)
C -1.445 0.564 -0.461
C -0.414 1.375 -0.796
C -1.695 -0.655 -1.113
C 0.473 1.014 -1.869
C -0.736 -1.111 -2.082
C 0.250 -0.240 -2.529
C 1.352 -0.252 3.551
P 0.440 0.333 1.921
S 1.375 -0.641 -3.813
H -1.856 0.592 0.519
H -0.182 2.267 -0.248
H -2.577 -1.252 -0.980
H 0.836 1.849 -2.423
H -0.867 -2.045 -2.582
H 1.694 0.596 4.088
H 2.218 -0.829 3.298
H 0.575 -0.704 4.169
H 0.560 -0.862 1.348
```

***

Formula: C80H162F15N6O12S2
Source: OMol25
Level of theory: wB97M-V/def2-TZVPD

Net charge: +2
Kohn-Sham gap (spin up / spin down): 7.481 / 4.351 eV
2S+1: 2
LUMO level (spin up / spin down): -2.870 / -5.999 eV

Structure (XYZ):
```
277
C80H162F15N6O12S2 (wB97M-V/def2-TZVPD)
C -9.038 1.204 2.876
C -7.475 1.265 3.044
C -6.932 -0.091 3.521
C -5.611 0.251 4.279
N -5.270 -0.899 5.247
C -6.386 -0.986 6.382
C -5.621 -0.948 7.756
C -4.401 -0.055 7.419
C -3.961 -0.487 6.003
C -5.123 -2.266 4.486
C -4.053 -2.277 3.284
C -4.003 -3.714 2.668
H -9.447 1.156 3.886
H -9.531 0.319 2.472
H -9.414 2.060 2.316
H -7.307 2.106 3.717
H -6.975 1.698 2.177
H -6.786 -0.803 2.709
H -7.660 -0.466 4.241
H -5.762 1.088 4.960
H -4.773 0.387 3.596
H -6.906 -1.930 6.215
H -7.074 -0.142 6.357
H -5.317 -1.967 7.995
H -6.238 -0.506 8.537
H -3.624 -0.108 8.182
H -4.758 0.974 7.462
H -3.234 -1.296 6.065
H -3.476 0.376 5.546
H -6.083 -2.525 4.041
H -4.772 -2.918 5.286
H -3.080 -1.947 3.647
H -4.454 -1.609 2.521
H -3.420 -3.633 1.751
H -5.025 -4.084 2.583
H -3.628 -4.360 3.462
C -1.677 0.242 2.685
C -0.330 -0.390 2.148
C -0.020 0.143 0.689
C 1.411 -0.268 0.282
N 1.935 0.651 -0.920
C 3.327 0.158 -1.362
C 3.990 1.416 -1.833
C 3.683 2.441 -0.807
C 2.235 2.104 -0.420
C 0.922 0.806 -2.091
C 0.622 -0.506 -2.803
C -0.461 -0.320 -3.883
H -2.514 -0.013 2.035
H -1.619 1.323 2.814
H -1.807 -0.034 3.731
H -0.295 -1.480 2.144
H 0.517 -0.055 2.745
H -0.092 1.230 0.737
H -0.657 -0.327 -0.060
H 1.423 -1.322 0.002
H 2.175 -0.254 1.059
H 3.263 -0.666 -2.073
H 3.985 -0.347 -0.655
H 3.576 1.802 -2.765
H 5.071 1.325 -1.940
H 3.679 3.374 -1.370
H 4.245 2.485 0.125
H 1.484 2.781 -0.828
H 2.011 2.226 0.640
H 1.232 1.636 -2.727
H 0.029 1.049 -1.516
H 0.400 -1.292 -2.082
H 1.445 -0.970 -3.347
H -0.313 0.690 -4.263
H -1.460 -0.256 -3.452
H -0.389 -1.086 -4.656
C -3.016 0.507 -6.214
C -4.035 1.507 -5.653
C -3.640 2.377 -4.467
C -4.876 3.308 -4.044
N -4.544 4.512 -3.018
C -5.833 5.253 -2.669
C -5.393 6.734 -2.439
C -4.089 6.897 -3.131
C -3.629 5.557 -3.665
C -3.937 4.035 -1.681
C -4.788 2.940 -0.917
C -4.000 2.401 0.262
H -2.640 -0.251 -5.526
H -2.144 1.153 -6.318
H -3.423 0.139 -7.156
H -4.933 0.920 -5.465
H -4.346 2.186 -6.447
H -2.785 3.029 -4.644
H -3.436 1.700 -3.638
H -5.637 2.635 -3.649
H -5.284 3.755 -4.951
H -6.488 4.861 -1.891
H -6.317 5.217 -3.645
H -5.389 6.841 -1.354
H -6.098 7.483 -2.800
H -3.366 7.156 -2.359
H -3.987 7.620 -3.941
H -2.633 5.206 -3.395
H -3.703 5.500 -4.751
H -3.557 4.854 -1.071
H -3.084 3.527 -2.131
H -5.097 2.225 -1.679
H -5.680 3.345 -0.440
H -3.013 1.980 0.070
H -4.390 1.432 0.574
H -3.914 3.081 1.110
C 2.158 9.361 4.631
C 3.379 8.948 3.840
C 3.200 7.576 3.158
C 2.106 7.712 2.102
N 1.917 6.414 1.239
C 0.788 6.606 0.253
C -0.370 5.641 0.747
C -0.062 5.089 2.159
C 1.511 5.109 2.057
C 3.213 6.039 0.453
C 3.741 7.021 -0.631
C 5.076 6.489 -1.210
H 2.178 10.397 4.968
H 1.972 8.868 5.586
H 1.200 9.276 4.118
H 4.277 8.972 4.459
H 3.544 9.775 3.149
H 2.902 6.826 3.891
H 4.145 7.180 2.787
H 2.262 8.532 1.401
H 1.102 7.747 2.525
H 1.059 6.304 -0.759
H 0.479 7.651 0.226
H -0.564 4.903 -0.032
H -1.302 6.205 0.780
H -0.512 4.146 2.468
H -0.350 5.855 2.878
H 1.798 4.249 1.452
H 1.982 5.061 3.039
H 3.127 5.100 -0.094
H 3.853 5.819 1.308
H 4.021 7.973 -0.180
H 3.062 7.250 -1.453
H 5.599 7.223 -1.822
H 4.806 5.595 -1.772
H 5.736 6.083 -0.442
C -1.019 -4.909 -3.847
C 0.461 -5.165 -3.913
C 1.227 -4.244 -4.842
C 2.759 -4.523 -4.930
N 3.474 -3.811 -6.160
C 2.978 -4.352 -7.542
C 4.111 -4.381 -8.507
C 5.395 -3.970 -7.699
C 4.955 -4.324 -6.223
C 3.342 -2.267 -6.083
C 4.052 -1.442 -4.973
C 3.721 0.055 -5.198
H -1.384 -3.935 -3.524
H -1.394 -5.686 -3.181
H -1.514 -4.897 -4.818
H 0.507 -6.231 -4.133
H 0.792 -4.856 -2.921
H 1.029 -3.213 -4.546
H 0.924 -4.534 -5.848
H 2.906 -5.595 -5.062
H 3.248 -4.177 -4.020
H 2.107 -3.753 -7.809
H 2.680 -5.391 -7.405
H 4.016 -3.767 -9.402
H 4.145 -5.429 -8.805
H 5.757 -2.946 -7.791
H 6.265 -4.529 -8.045
H 5.344 -3.735 -5.392
H 4.943 -5.394 -6.016
H 2.299 -2.022 -6.286
H 3.784 -1.985 -7.038
H 5.118 -1.665 -5.030
H 3.622 -1.769 -4.026
H 4.085 0.469 -6.138
H 4.108 0.615 -4.347
H 2.667 0.281 -5.359
C 3.575 -8.946 4.584
C 3.459 -9.042 3.000
C 3.078 -7.721 2.413
C 1.641 -7.137 2.909
N 1.151 -5.917 2.049
C -0.226 -5.361 2.494
C -0.966 -5.030 1.167
C -0.112 -5.479 -0.055
C 0.858 -6.392 0.651
C 2.286 -4.803 1.996
C 2.682 -4.309 3.361
C 3.430 -2.997 3.348
H 4.076 -9.867 4.881
H 2.633 -8.905 5.130
H 4.175 -8.063 4.804
H 2.715 -9.821 2.827
H 4.436 -9.428 2.709
H 3.155 -7.850 1.333
H 3.918 -7.042 2.561
H 1.556 -6.798 3.941
H 0.949 -7.973 2.800
H -0.145 -4.527 3.192
H -0.767 -6.129 3.047
H -1.258 -3.988 1.041
H -1.937 -5.525 1.139
H 0.440 -4.682 -0.553
H -0.757 -5.909 -0.821
H 1.747 -6.504 0.031
H 0.464 -7.403 0.748
H 1.921 -3.975 1.388
H 3.110 -5.236 1.429
H 3.173 -5.105 3.922
H 1.779 -4.009 3.892
H 3.513 -2.746 4.406
H 2.864 -2.272 2.764
H 4.409 -3.082 2.877
C 0.322 -3.946 6.726
O -0.285 -4.478 7.906
O 0.666 -5.054 5.910
C -0.525 -2.845 5.950
F -0.813 -1.861 6.766
F 0.058 -2.285 4.916
F -1.686 -3.352 5.469
C -0.316 -3.587 9.055
C -0.964 -4.380 10.254
H -1.987 -4.661 10.001
H -0.459 -5.343 10.335
H -0.967 -3.749 11.143
H -0.906 -2.677 8.947
H 0.696 -3.284 9.323
H 1.306 -3.539 6.963
C 4.448 -3.448 -0.903
O 5.134 -2.409 -1.597
O 3.055 -3.237 -0.880
C 5.022 -4.897 -1.256
F 6.293 -5.045 -0.844
F 4.405 -5.857 -0.661
F 4.922 -5.089 -2.551
C 6.520 -2.273 -1.549
C 6.965 -0.880 -2.021
H 6.424 -0.495 -2.885
H 6.808 -0.144 -1.233
H 8.000 -0.854 -2.364
H 6.902 -2.883 -2.367
H 6.949 -2.494 -0.571
H 4.650 -3.329 0.161
C 0.082 4.638 -3.798
O -0.743 4.288 -4.941
O -0.426 3.934 -2.740
C 1.676 4.613 -4.068
F 1.925 5.405 -5.041
F 2.363 5.193 -3.063
F 2.257 3.423 -4.345
C -0.747 5.098 -6.120
C -1.875 4.579 -7.031
H -1.587 3.557 -7.277
H -2.902 4.625 -6.667
H -1.804 5.023 -8.024
H 0.135 5.119 -6.760
H -1.089 6.089 -5.822
H -0.306 5.654 -3.730
C 4.265 0.941 3.731
F 3.818 0.191 4.682
F 5.567 1.294 3.811
F 4.128 0.264 2.510
S 3.232 2.504 3.477
O 3.940 3.191 2.401
O 1.833 2.181 3.131
O 3.388 3.272 4.776
C -4.782 -0.782 -2.505
F -4.286 -1.349 -3.619
F -3.809 0.014 -1.897
F -5.788 0.034 -2.802
S -5.395 -2.053 -1.157
O -4.203 -2.496 -0.446
O -6.307 -1.284 -0.273
O -6.049 -3.120 -1.894
```